Entry from the OMol25 dataset: a cluster of 11 separate species, C26H57BF4N6O4 in total (ωB97M-V/def2-TZVPD).

## Properties
Energy relative to the best compared isomer or geometry (same formula, charge and spin) in kcal/mol: 9.9
Frontier orbital gap in eV: 9.13
Largest force on an atom in eV Å⁻¹: 9.1

Geometry as ORCA input:
```
! wB97M-V def2-TZVPD RIJCOSX def2/J DEFGRID3
* xyz 0 1
H -86.52 -74.02 24.91
H -83.43 -78.95 19.91
C -80.46 -77.56 26.59
H -82.85 -73.30 26.01
O -78.79 -75.40 24.68
H -86.90 -72.65 21.07
H -79.72 -72.50 24.69
H -85.41 -75.14 30.16
F -81.89 -76.87 22.95
C -83.53 -75.54 19.37
H -83.13 -75.17 20.30
C -83.18 -79.97 24.18
H -79.48 -77.99 26.60
H -84.08 -78.10 17.89
H -83.36 -80.79 26.29
H -83.87 -77.17 21.54
O -83.74 -79.06 23.40
C -87.33 -75.20 23.40
H -83.42 -73.07 21.65
H -78.08 -74.79 22.33
H -88.21 -73.43 20.32
C -79.34 -79.48 22.24
H -83.12 -78.24 23.41
B -82.52 -75.83 23.64
F -81.51 -75.10 24.32
H -84.91 -71.83 26.18
H -79.91 -73.09 23.03
H -85.43 -76.23 17.68
H -81.99 -71.77 25.72
C -85.39 -76.69 18.56
C -82.87 -72.29 25.52
H -85.94 -76.69 29.54
N -77.95 -79.25 20.02
N -79.32 -69.86 22.93
N -88.15 -75.86 22.98
H -78.35 -72.91 23.77
C -84.72 -77.21 20.77
C -83.02 -72.10 21.32
H -83.51 -71.37 20.68
H -79.50 -75.71 22.11
C -86.22 -73.85 19.46
H -79.96 -80.34 21.95
C -84.33 -75.61 28.31
C -78.42 -75.92 22.39
H -85.42 -73.18 19.15
H -80.46 -76.48 26.93
H -83.29 -80.99 23.74
H -83.71 -71.26 27.11
C -79.41 -72.43 23.68
H -83.66 -74.74 28.23
N -80.76 -73.04 20.22
C -83.72 -80.06 25.64
H -85.58 -78.82 18.12
H -83.65 -79.11 26.11
O -84.78 -76.12 27.15
H -80.85 -77.62 25.60
H -85.37 -74.84 24.33
H -79.79 -75.37 24.53
C -87.34 -73.00 20.05
N -81.90 -79.10 28.42
C -78.61 -79.35 20.99
H -86.29 -75.23 28.91
H -85.72 -73.64 23.12
C -85.49 -75.55 29.28
O -84.06 -70.21 25.42
F -83.25 -74.99 22.83
H -83.04 -72.34 24.44
H -84.95 -79.43 20.37
C -84.44 -78.51 19.96
H -79.93 -78.60 22.54
C -84.93 -78.14 18.53
H -83.48 -76.38 28.65
C -81.22 -78.46 27.63
H -83.58 -74.81 18.62
H -84.66 -80.34 25.45
H -83.44 -69.60 25.76
C -78.19 -76.27 23.86
H -85.19 -74.82 21.13
H -87.70 -72.09 19.38
C -83.96 -71.36 26.15
C -79.32 -70.96 23.30
C -85.74 -75.01 20.36
H -77.83 -76.37 21.62
H -77.22 -76.14 24.22
H -86.31 -74.34 18.40
C -81.63 -72.55 20.71
H -85.69 -77.16 21.24
H -78.78 -79.87 23.07
H -84.25 -76.25 26.44
H -82.68 -71.89 22.20
H -82.88 -76.37 19.13
H -86.64 -75.40 20.70
H -82.12 -79.80 24.12
H -86.60 -76.81 18.64
F -83.30 -76.29 24.69
N -84.87 -76.09 19.72
C -86.16 -74.33 23.91
H -78.39 -77.38 24.09
*
```

=====

Entry from the OMol25 dataset: a cluster of 9 separate species, C48H119N9O2 in total (ωB97M-V/def2-TZVPD).

## Properties
Structure (SMILES): CCN(CC)CC.CCN(CC)CC.CCN(CC)CC.CCN(CC)CC.CCN(CC)CC.CCN(CC)CC.CCN(CC)CC.CNC(C)=O.CNC(C)=O
Energy relative to the best compared isomer or geometry (same formula, charge and spin) in kcal/mol: 0.0
Frontier orbital gap in eV: 8.39
Largest force on an atom in eV Å⁻¹: 1.9

Geometry as ORCA input:
```
! wB97M-V def2-TZVPD RIJCOSX def2/J DEFGRID3
* xyz 0 1
H -5.82 3.00 -20.97
H -7.30 -4.76 -10.44
H 3.08 -1.45 -11.55
H 1.72 -5.95 -17.07
H -3.37 -3.43 -16.71
H -2.56 -7.16 -8.90
H -0.63 -1.28 -15.20
H -3.34 -4.52 -13.21
H -2.32 -7.07 -18.01
H -7.20 -4.79 -17.65
H -7.36 0.26 -11.87
H 1.21 -2.37 -13.26
H -2.37 -7.39 -10.64
H -2.15 -4.00 -12.03
H -2.16 2.48 -21.02
C -3.10 -7.19 -9.85
C -6.96 0.61 -10.91
N 2.50 -2.53 -20.04
H -0.81 -6.62 -18.73
H 3.58 0.08 -20.36
H -7.85 -3.59 -15.48
H -4.33 -5.92 -11.11
H 2.93 -2.20 -17.34
C -0.21 -8.79 -13.99
N -4.81 -5.47 -9.11
H -2.90 0.12 -11.84
H 1.81 -0.42 -14.19
N -2.16 -2.69 -15.15
H -5.42 -2.11 -16.14
N 3.33 -2.67 -13.27
H -7.33 -5.25 -7.91
H -3.07 1.70 -18.91
H 0.49 1.07 -16.00
H -0.20 3.75 -15.03
C 1.77 -3.77 -14.81
N -4.97 2.46 -19.12
C 1.33 -4.64 -19.42
H -2.28 4.30 -17.56
C -5.77 -6.52 -8.76
H -3.12 -5.07 -10.17
H -7.56 -4.57 -14.07
C 3.69 -2.29 -11.91
C -6.39 -4.21 -10.67
H -4.50 -1.26 -14.86
H -0.90 -2.60 -17.39
C -2.29 4.04 -16.51
C -3.10 2.90 -20.64
C -2.36 -4.07 -13.10
H -3.34 3.84 -16.27
H -5.96 -4.71 -11.54
H -6.62 -3.20 -11.01
C 1.91 -6.94 -16.66
C 0.71 -7.87 -16.67
H -0.31 -5.33 -16.47
C -5.40 1.58 -13.39
H -3.96 0.92 -20.23
H 0.68 -4.27 -18.63
H -7.66 2.67 -11.29
H 3.33 -4.41 -20.18
H 0.83 -2.03 -18.95
H -3.05 -0.13 -10.12
H 0.19 -6.61 -14.18
C 2.88 -0.30 -14.07
H -2.14 -1.44 -17.79
N -0.42 2.88 -15.46
H -3.96 -3.80 -15.16
C -3.37 -0.52 -11.09
C -6.73 1.14 -20.40
H -5.20 -7.39 -8.44
H 4.28 -2.80 -21.09
H -3.69 3.21 -21.51
H 2.67 -4.35 -15.00
C -6.50 -5.26 -15.81
H 1.50 -5.71 -19.25
H 3.25 0.34 -14.87
C -7.74 1.87 -10.56
C -1.25 -1.59 -17.17
H 2.46 -3.66 -10.82
H 3.26 -0.70 -21.96
C -6.70 -6.10 -7.63
H 3.13 -3.96 -18.50
H -5.32 -6.75 -18.02
H -0.52 -0.81 -17.39
H -6.06 0.54 -21.02
H -2.99 -1.54 -11.11
H -6.43 1.33 -13.61
H 2.29 -6.74 -15.66
H -3.11 -2.04 -13.38
C 3.85 -2.08 -20.39
H -6.33 -6.86 -9.65
C -1.53 -6.31 -17.98
O -5.59 -5.75 -15.15
C -6.08 2.48 -20.05
C -5.11 1.83 -11.89
C 2.66 -3.90 -19.49
H -2.03 -5.42 -18.38
H -5.30 -5.20 -18.89
C -4.44 -1.78 -15.81
C -3.84 -5.89 -10.12
H -5.14 -1.01 -12.20
H -1.47 -7.12 -14.22
O -1.76 1.71 -16.84
H -1.62 -4.73 -13.55
N -6.43 -5.19 -17.15
H 2.75 -7.39 -17.19
H 3.47 -1.95 -15.21
H 1.80 -3.98 -12.74
C 3.87 -0.70 -21.06
H -4.64 -3.48 -9.67
H -5.11 2.48 -13.93
H 4.89 -0.49 -21.37
H -5.92 -3.76 -8.61
H -4.06 -1.10 -16.57
H 3.31 -0.58 -17.84
C -3.76 1.88 -19.74
H -0.83 -9.50 -14.55
C -5.30 1.90 -17.81
H -4.04 2.05 -11.81
C -0.48 -7.40 -14.57
C -2.26 -2.66 -13.68
H -2.86 3.85 -20.16
H 4.74 -1.34 -14.16
H 4.74 -1.99 -11.85
H -1.32 -2.23 -13.32
C -7.70 -4.62 -15.15
C 1.97 -3.15 -13.42
C -6.23 2.86 -17.05
H -7.40 2.29 -9.61
H -4.34 -5.48 -17.41
H 0.82 -9.12 -14.15
H -5.77 3.84 -17.04
H 3.03 0.25 -13.13
H -8.60 -5.19 -15.39
H 1.71 -0.70 -19.66
C -3.47 -2.99 -15.71
H -0.41 -8.84 -12.92
C -4.88 -0.52 -11.24
H 0.91 -4.44 -14.81
C -5.43 -4.22 -9.47
H 1.43 2.13 -14.93
H 3.90 -3.23 -9.93
H -6.12 -5.85 -6.75
H 0.76 -4.58 -20.35
H -8.79 1.61 -10.45
H -2.24 -0.59 -15.56
H 1.66 -3.12 -15.68
H 0.44 -8.18 -17.69
H -1.84 4.79 -15.86
H -5.64 2.72 -11.57
H 4.07 -4.33 -11.31
H -7.42 -6.88 -7.38
C 1.84 -1.63 -19.11
H -6.35 2.53 -16.01
C 3.53 -3.47 -10.92
H -1.92 -5.85 -15.95
H 4.55 -2.06 -19.54
C 2.48 -1.29 -17.75
C -1.52 2.76 -16.25
C -1.05 -6.14 -16.54
N -0.50 -7.40 -16.03
H -4.74 0.81 -13.80
H 1.05 -8.81 -16.23
H -5.35 -1.23 -10.55
C 3.69 -1.60 -14.20
H -7.66 1.27 -20.96
H -7.19 -0.11 -10.13
H -6.97 0.54 -19.52
H 1.78 -0.85 -17.05
H -6.88 3.11 -19.64
H -3.82 -8.01 -9.84
N -5.51 0.76 -10.98
H -4.40 1.69 -17.23
C -1.59 -1.46 -15.68
C -5.29 -5.67 -17.91
H 0.03 1.18 -14.33
C 0.44 1.75 -15.16
H -7.18 2.88 -17.57
H -5.78 0.92 -17.91
*
```

=====

Entry from the OMol25 dataset: a structure of composition C39H35N7O4S4Ti (ωB97M-V/def2-TZVPD).

## Properties
Energy relative to the best compared isomer or geometry (same formula, charge and spin) in kcal/mol: 25.0
Frontier orbital gap (spin up / spin down) in eV: 5.78 / 6.78
Largest force on an atom in eV Å⁻¹: 2.1

Geometry as ORCA input:
```
! wB97M-V def2-TZVPD RIJCOSX def2/J DEFGRID3
* xyz -1 2
C 2.48 -4.22 3.44
H -2.91 -4.19 2.00
O -1.26 -1.76 0.84
H -0.03 -6.98 -2.88
C 2.41 -2.62 -0.72
C 3.88 -4.40 0.78
H -6.45 -0.99 -0.59
H -1.87 -4.89 0.08
N -1.25 1.10 0.71
H 4.62 -5.73 -4.02
H -2.57 -0.49 -4.63
C 2.95 -5.48 3.78
H 1.46 -8.63 -3.98
H 0.75 -2.95 3.37
H -1.17 -0.81 -3.58
N -0.70 2.03 1.62
C 3.60 -6.01 -3.77
C 4.35 -4.11 -0.62
H 3.07 -5.14 0.74
C 3.43 -3.18 2.85
H 3.78 -8.00 -4.56
H 4.39 4.67 1.91
H -5.09 0.49 0.89
C 0.99 -6.71 -3.13
C 0.72 4.08 2.95
N 3.45 -3.17 1.40
O 1.15 1.48 0.39
C -2.02 -1.26 -4.09
C -5.39 -0.84 -0.78
H -2.83 -2.55 2.57
H 3.16 -2.19 3.19
C 3.29 -3.70 -2.79
C -2.68 -0.46 -1.31
C -3.43 -1.27 -2.15
C -0.81 3.94 -4.51
C 1.13 -3.93 3.64
N -2.55 -3.25 1.92
S 1.17 -1.88 -1.66
H -3.06 1.59 1.45
C 0.97 2.48 -5.40
H 4.00 -5.71 3.65
C 2.64 3.47 1.62
C 0.14 2.87 -4.29
N 1.63 2.17 -6.30
H -0.31 3.90 3.22
C 0.55 2.18 1.32
S 1.30 0.93 -2.76
Ti 0.11 0.31 -0.68
C 1.46 5.10 3.54
C 1.83 -7.64 -3.75
H -0.22 -4.20 0.11
N 3.28 -3.47 -1.36
C 1.32 3.26 1.99
H 0.82 -4.72 -2.34
H 2.68 -2.93 -3.26
H 4.44 -3.40 3.20
H 0.99 5.73 4.29
H 4.70 -4.83 1.36
H 3.07 2.84 0.86
H 4.31 -3.59 -3.16
O -1.37 -0.31 -1.50
O -2.92 -1.95 -3.20
H -1.67 -2.02 -4.78
C 1.46 -5.44 -2.83
S -0.74 2.59 -1.70
C -4.78 -1.45 -1.87
H 2.48 -7.43 4.54
C 2.77 -5.08 -3.15
C -4.64 -0.01 0.04
H -1.39 -3.60 -1.06
C -3.29 0.17 -0.22
H -0.77 -4.66 4.31
C -2.52 1.00 0.72
C 2.55 -2.38 0.69
C 3.37 4.50 2.20
C 2.78 5.31 3.17
C 0.75 -6.16 4.48
H 0.08 -6.91 4.88
H 4.62 -5.04 -1.13
S 1.71 -1.12 1.41
C -1.68 -2.90 0.92
H -5.34 -2.09 -2.54
H 3.35 6.11 3.62
C 0.23 2.24 -3.06
C 0.27 -4.90 4.16
C -1.28 -3.98 -0.05
C 2.10 -6.45 4.29
N -1.56 4.79 -4.68
C 3.13 -7.29 -4.07
H 5.23 -3.46 -0.59
*
```

=====

Entry from the OMol25 dataset: an isolated molecule of C6H8S (ωB97M-V/def2-TZVPD).

## Properties
Structure (SMILES): CC1=CS[C@@H]2C[C@@H]12
Energy relative to the best compared isomer or geometry (same formula, charge and spin) in kcal/mol: 71.7
Frontier orbital gap in eV: 9.14
Largest force on an atom in eV Å⁻¹: 2.0

Geometry as ORCA input:
```
! wB97M-V def2-TZVPD RIJCOSX def2/J DEFGRID3
* xyz 0 1
C -1.07 0.61 0.43
H -0.61 2.68 0.84
H -0.07 0.83 -1.42
C 0.15 0.95 -0.39
S -1.36 -1.09 -0.08
C -0.80 2.01 0.00
H -1.32 2.52 -0.85
H 2.93 0.68 0.88
H 3.11 -0.99 0.20
C 0.41 -1.27 0.05
H 3.04 0.38 -0.88
H 0.80 -2.29 0.12
C 2.62 0.01 0.07
C 1.13 -0.14 0.00
H -0.80 0.57 1.47
*
```

=====

Entry from the OMol25 dataset: a cluster of 12 separate species, C28H69BF4N4O7 in total (ωB97M-V/def2-TZVPD).

## Properties
Energy relative to the best compared isomer or geometry (same formula, charge and spin) in kcal/mol: 0.0
Frontier orbital gap in eV: 9.15
Largest force on an atom in eV Å⁻¹: 8.4

Geometry as ORCA input:
```
! wB97M-V def2-TZVPD RIJCOSX def2/J DEFGRID3
* xyz 0 1
H -5.85 2.68 0.90
N -3.94 1.39 1.21
C 0.95 1.81 -3.95
H 5.72 2.89 1.37
C 0.20 1.87 4.29
H -1.74 -5.27 -0.80
C -3.40 1.78 -0.13
H -4.36 -0.37 2.48
C 5.04 -1.81 -2.61
H -5.95 0.80 1.10
O -2.32 -2.54 -0.68
C 0.29 3.91 1.27
H 5.02 3.75 0.16
C -3.65 1.49 -2.63
H 1.59 2.02 -4.69
H -0.82 -2.77 -5.73
H 1.25 3.83 -3.40
H -3.75 -3.90 0.35
C -4.21 1.02 -1.21
H 1.87 -2.94 -1.14
H 1.96 -3.43 -3.03
H -4.30 0.01 -1.22
H -0.41 -1.19 -5.63
H 0.78 1.04 2.66
C 1.30 1.35 3.53
H -2.83 -0.32 1.66
C 4.19 -0.69 -2.34
H 4.42 -1.78 1.09
H 1.08 -6.10 -1.95
H -1.95 -0.76 -3.42
H 0.93 0.75 -3.53
H -3.96 1.39 4.16
H 0.12 -3.30 2.21
H 4.44 1.62 -0.41
H -4.44 3.21 4.05
H 7.22 -0.96 2.41
C 6.29 -0.81 1.99
C -5.40 1.76 1.41
H 6.23 -0.09 0.97
O 5.35 -3.05 2.57
H -6.29 1.03 3.28
H -0.05 -5.03 -2.69
C -5.62 1.95 2.92
H 4.10 -0.72 -1.37
H 0.95 -1.96 2.62
H 3.26 -1.11 -2.73
H -4.06 -0.92 0.75
H -1.56 -2.17 -0.43
C -4.32 2.10 3.58
H -1.70 -5.28 0.92
C -0.37 5.05 2.12
C -2.64 -3.59 0.17
H 4.20 3.77 1.61
H -3.66 2.59 -2.49
H 4.48 0.32 -2.70
H 2.10 2.89 -2.31
H -0.53 -1.88 -3.32
C -3.34 2.11 2.36
H -1.95 -1.45 -6.05
H 0.77 -3.32 3.75
O 1.82 -3.93 -1.02
C -3.85 -0.08 1.45
O -1.61 5.35 1.40
H 1.00 -5.82 -3.46
H -2.24 1.93 2.70
N -2.15 -1.87 4.03
N 5.65 -2.72 -2.86
H 5.91 -2.32 0.65
F 0.49 0.85 -0.47
B 0.78 -0.53 -0.13
H -2.61 -2.73 -2.57
O -2.40 -2.82 -3.44
H 0.94 4.18 0.44
H 0.35 2.27 -1.28
C 1.07 -5.39 -2.62
H -6.28 2.82 2.68
C -1.47 -1.74 -3.86
H -2.41 1.29 -0.14
H 4.79 -3.72 2.20
H -2.55 -3.06 1.17
H -3.06 3.23 1.93
H -5.24 1.43 -1.15
C 1.17 2.94 -2.85
H 1.79 0.53 4.10
C 3.95 2.16 0.42
H 3.07 2.55 0.00
C -1.12 -1.76 -5.37
H -4.28 0.97 -3.31
O 0.13 2.94 -1.99
H -0.49 4.78 3.11
C 2.01 -4.24 -2.40
C -1.14 -2.23 3.52
H -2.61 1.09 -2.87
H -0.02 1.91 -4.16
H 5.79 -0.10 2.62
H -0.29 3.02 0.92
H 3.18 0.63 1.02
F 1.99 -0.72 0.60
C -1.58 -4.65 0.08
C 5.40 -2.05 1.56
C 0.24 -2.78 3.00
H 1.23 3.74 1.92
C 4.85 3.23 0.92
H 3.18 -4.48 -2.47
H -2.35 5.38 2.01
N -0.65 2.33 4.88
H 2.09 2.19 3.36
H -0.58 -4.11 0.11
H 0.19 5.89 2.20
O 3.70 1.22 1.41
F 0.98 -1.11 -1.37
F -0.25 -1.29 0.50
H -3.21 2.73 -0.45
*
```

=====

Question: Among the records above, which one has the lowest largest force on an atom?
Answer: C48H119N9O2

=====

Question: What is the formula in the fourth record?
Answer: C6H8S